Record 1
The molecule CH4FIP2 in a non-equilibrium geometry, computed with wB97M-V/def2-TZVPD.

Geometry as XYZ:
```
9
Properties=species:S:1:pos:R:3:forces:R:3:nbo_charge:R:1
I 3.439 -0.705 0.212 1.00 -0.36 -0.25 -0.09
P 1.442 0.270 0.980 -1.08 2.06 -0.89 0.68
P 0.106 -0.826 -0.363 1.72 0.00 -1.41 0.29
F 1.284 1.652 -0.021 0.48 -1.27 1.13 -0.61
C -1.334 0.231 -0.321 -0.28 0.77 -1.38 -0.96
H -0.157 -1.734 0.594 -0.56 -1.20 1.32 -0.05
H -1.273 0.731 -1.391 -0.70 -0.57 2.54 0.26
H -2.130 -0.513 -0.248 -0.44 0.48 -0.34 0.24
H -1.376 0.894 0.558 -0.14 0.08 -0.73 0.24
```
Positions in Å, forces in eV/Å.

For the highest occupied orbital energy, the calculation gives -8.9 eV. The molar mass is 223.9 g mol⁻¹. Its structure (SMILES) is C[PH]#P(F)I. The orbital gap is 9.13 eV. For the total energy, the calculation gives -30497.91585 eV. The calculation puts the maximum force at 2.691 eV/Å.

Record 2
A cluster of 5 separate species, C12H26NO17S5 in total, computed with wB97M-V/def2-TZVPD.

Geometry as XYZ:
```
61
Properties=species:S:1:pos:R:3:forces:R:3:nbo_charge:R:1
S -2.573 -5.296 1.193 -0.21 -0.05 -0.54 2.55
S -1.342 2.445 -4.424 0.33 0.26 -0.05 2.55
S 0.931 5.751 4.772 -0.18 -0.19 -0.56 2.55
S 1.318 -3.968 -0.405 0.15 -0.04 0.44 2.55
S 3.579 2.766 1.047 0.19 -0.08 0.50 -0.01
O -1.548 -5.915 1.957 -0.14 0.05 0.23 -0.92
O 1.838 -3.467 1.018 0.12 -0.21 -0.27 -0.67
O 2.439 -4.125 -1.260 -0.09 0.14 -0.16 -0.90
O -3.094 -4.025 1.535 0.18 0.04 0.17 -0.88
O 1.225 4.748 5.729 0.02 0.11 0.18 -0.90
O -2.153 -5.279 -0.346 -0.28 0.12 0.20 -0.67
O -0.662 5.776 4.560 0.11 -0.20 0.04 -0.70
O -0.536 2.470 0.897 -0.53 -0.50 0.25 -0.74
O 0.822 -5.428 0.062 -0.07 0.24 0.18 -0.70
O 1.394 7.085 4.940 0.13 0.00 0.11 -0.92
O -2.688 2.613 -4.844 -0.03 -0.04 0.11 -0.91
O -3.787 -6.340 1.055 0.29 -0.14 0.00 -0.69
O -0.971 1.488 -3.453 -0.20 -0.23 -0.07 -0.88
O 0.179 -3.215 -0.784 -0.01 -0.10 -0.25 -0.89
O -0.769 3.880 -3.999 -0.24 -0.04 -0.26 -0.69
O -0.407 2.238 -5.715 0.04 0.03 0.21 -0.69
O 1.321 5.259 3.307 -0.08 0.46 0.39 -0.68
N 3.492 1.204 1.729 0.37 0.34 -0.62 -0.95
C 2.921 0.331 0.730 -0.40 -0.02 0.69 -0.22
C -0.392 1.898 -0.403 0.36 0.14 -0.31 -0.05
C 1.345 0.283 0.720 0.84 -0.19 -0.49 -0.45
C -2.838 -6.304 -1.067 0.08 -0.34 -0.05 -0.10
C 0.202 3.482 -6.075 -0.14 0.25 -0.14 -0.10
C 1.374 -5.723 1.354 0.45 -0.15 0.03 -0.10
C 0.149 4.857 2.577 -0.23 -0.40 0.06 -0.10
C 1.441 -4.379 2.048 -0.34 -0.03 0.20 -0.10
C -4.148 -6.473 -0.326 -0.19 0.23 -0.17 -0.10
C 0.737 0.856 -0.567 -0.70 -0.33 0.26 -0.44
C 0.408 4.192 -4.752 0.37 -0.12 0.07 -0.10
C -0.956 5.713 3.156 0.08 0.27 -0.24 -0.10
H -0.933 6.728 2.753 -0.02 -0.01 -0.01 0.18
H 1.056 0.813 1.620 -0.11 0.19 0.10 0.21
H 0.299 5.025 1.515 0.24 -0.03 0.03 0.23
H -4.606 -7.444 -0.492 0.03 -0.05 0.18 0.21
H 0.737 -6.429 1.873 -0.17 0.01 -0.14 0.22
H 2.169 -4.357 2.853 0.12 0.13 -0.10 0.21
H -0.856 1.755 1.475 0.35 0.40 -0.26 0.46
H -0.484 4.033 -6.723 0.02 0.02 0.01 0.19
H -4.856 -5.681 -0.579 0.01 -0.01 -0.03 0.19
H 3.279 -0.681 0.949 0.03 -0.15 0.08 0.15
H -0.022 3.795 2.747 0.07 0.07 -0.07 0.22
H 1.060 -0.763 0.837 -0.29 -0.06 0.02 0.18
H 1.279 3.808 -4.217 0.00 0.00 -0.01 0.21
H 2.753 3.527 1.815 -0.19 -0.02 -0.15 0.03
H 2.370 -6.150 1.216 0.01 0.04 0.01 0.18
H -1.941 5.281 3.008 -0.01 -0.06 0.17 0.21
H -0.183 2.733 -1.066 0.01 0.24 0.03 0.16
H 0.493 5.269 -4.865 -0.15 0.03 0.09 0.21
H 0.463 -4.077 2.427 0.00 -0.03 0.00 0.20
H 0.305 0.032 -1.134 -0.02 -0.10 -0.17 0.20
H 1.133 3.293 -6.601 -0.01 -0.18 0.03 0.21
H 1.518 1.254 -1.204 0.24 0.28 0.08 0.21
H -2.237 -7.216 -1.036 -0.02 0.00 -0.01 0.19
H -2.976 -5.991 -2.098 0.08 0.17 0.03 0.22
H -1.344 1.494 -0.747 -0.18 -0.15 0.16 0.15
H 3.272 0.554 -0.289 -0.07 -0.04 -0.21 0.13
```
Positions in Å, forces in eV/Å.

For the highest occupied orbital energy, the calculation gives -1.7 eV. The molar mass is 616.7 g mol⁻¹. Its total charge is -1. The orbital gap is 3.47 eV. For the total energy, the calculation gives -103334.20764 eV. The calculation puts the maximum force at 0.987 eV/Å.

Record 3
A structure of composition C15H26ClCoO2P2 in a non-equilibrium geometry, computed with wB97M-V/def2-TZVPD.

Geometry as XYZ:
```
47
Properties=species:S:1:pos:R:3:forces:R:3:lowdin_spin:R:1
Co 0.229 -0.132 0.000 1.26 -4.09 3.19 2.47
Cl 1.349 -1.741 0.910 0.58 -0.40 0.05 0.42
P -0.462 -1.418 -1.644 -1.01 -1.91 -1.94 0.12
P 1.251 1.413 1.166 1.19 1.92 1.89 0.12
O -1.487 1.983 -1.095 2.41 -3.00 1.55 0.05
O 0.652 2.400 -2.766 4.16 -3.66 0.62 0.03
C -2.100 -1.097 -2.393 0.11 0.16 0.04 0.00
C -3.307 -1.299 3.296 0.22 0.17 -0.24 0.01
C 0.313 2.911 1.632 -0.05 -0.06 -0.12 0.00
C -0.774 1.148 -0.691 -5.85 6.59 -3.08 0.12
C 2.897 1.249 -2.994 1.45 -1.33 0.23 0.01
C -1.413 -0.530 1.377 -0.02 0.11 0.09 0.30
C -2.348 -1.499 1.074 -0.59 -0.47 -0.14 0.05
C 1.965 0.801 2.739 0.03 -0.08 -0.05 0.02
C 1.589 1.706 -2.704 -4.05 4.63 -1.38 0.04
C -2.349 -0.326 3.603 0.16 -0.04 -0.46 0.02
C -1.394 0.046 2.635 -0.09 0.31 0.66 0.05
C 0.638 -1.341 -3.082 0.13 -0.14 -0.15 0.03
C 2.689 2.115 0.328 0.37 0.10 0.04 0.03
C -3.309 -1.888 2.026 0.37 0.34 -0.01 0.02
C -0.475 -3.208 -1.247 0.10 0.04 0.02 0.02
H -2.174 -0.039 -2.672 -0.10 -0.26 -0.08 0.00
H -4.048 -1.589 4.039 0.20 0.04 -0.19 0.00
H 1.237 0.194 3.286 0.22 0.12 -0.13 0.00
H 0.752 -0.298 -3.410 -0.23 -0.49 -0.20 0.00
H 3.433 1.319 0.202 -0.04 0.22 -0.01 0.00
H -0.095 3.384 0.730 0.11 0.06 0.26 0.00
H 2.403 2.524 -0.648 0.13 0.19 0.41 0.00
H 2.821 0.162 2.497 -0.15 0.14 0.08 0.00
H -2.902 -1.319 -1.682 0.13 0.10 -0.19 0.00
H -2.328 0.151 4.587 -0.02 -0.20 -0.38 0.00
H -0.524 2.659 2.292 0.19 0.13 -0.19 0.00
H -2.364 -1.980 0.098 -0.15 0.08 0.46 0.01
H 0.202 -1.943 -3.890 0.29 0.22 0.04 0.01
H -1.016 -3.765 -2.023 0.14 0.17 0.10 0.00
H 3.559 1.393 -2.117 -0.37 0.07 -0.31 0.00
H 3.323 1.785 -3.869 -0.55 0.02 0.31 0.00
H 3.106 2.917 0.953 0.04 -0.17 -0.31 0.01
H -0.646 0.792 2.904 -0.45 -0.35 0.06 0.01
H -4.046 -2.649 1.768 0.22 0.23 0.07 0.00
H 1.613 -1.753 -2.790 -0.16 0.09 -0.17 0.00
H 2.884 0.162 -3.200 -0.03 0.45 0.03 0.00
H -2.226 -1.727 -3.283 0.04 0.18 0.21 0.00
H 0.565 -3.549 -1.185 -0.28 0.04 -0.02 0.00
H -0.949 -3.379 -0.275 0.18 -0.01 -0.24 0.00
H 0.984 3.608 2.153 -0.19 -0.15 -0.17 0.00
H 2.282 1.645 3.364 -0.04 -0.11 -0.19 0.00
```
Positions in Å, forces in eV/Å.

For the highest occupied orbital energy (alpha / beta), the calculation gives -13.7 / -14.8 eV. The molar mass is 394.7 g mol⁻¹. As for the expectation value of S²: 6.040. Its multiplicity is 5. Its total charge is +2. The orbital gap (alpha / beta) is 4.33 / 5.23 eV. For the total energy, the calculation gives -88778.36344 eV. The calculation puts the maximum force at 9.338 eV/Å.